Record 1
Entry from the Open Molecules 2025 dataset: a structure of composition C24H39ClK2N2O7PS in a non-equilibrium geometry (wB97M-V/def2-TZVPD).

Properties
Energy, a.u.: -3972.6590
Kohn-Sham gap, eV: 5.9
Strongest force on any atom, eV Å⁻¹: 9.10
ΔE to the lowest compared entry with this formula, charge and spin, kJ/mol: 1616.36

```
! wB97M-V def2-TZVPD RIJCOSX def2/J DEFGRID3
* xyz 1 1
C 0.1640 2.9957 -2.0523
C -0.1701 1.9956 -0.7525
H 1.7890 4.5683 2.1534
C -1.2986 -1.9804 2.8139
H -0.6324 1.1102 2.7624
H 5.2140 -5.5601 2.3031
C -2.2012 1.5757 1.0957
H -2.1624 -0.2279 3.9842
C -1.3141 0.5218 1.9794
H 2.4916 -2.9087 3.5087
N 1.1254 1.9671 4.8569
C 4.7958 -6.4525 1.8249
C 4.2962 -5.7645 -0.3640
C 0.7226 -4.5344 2.7547
H 4.2324 -6.0217 -1.4243
H 0.8915 1.0627 -3.2404
H -3.2863 0.7955 -2.6995
H -5.8100 4.9613 -2.0865
C 1.3573 -3.0636 3.2312
H -3.1978 0.9937 0.7869
H -4.9360 0.2326 -3.4172
H 1.3593 2.5771 -5.5217
H -3.2905 -0.7193 2.4616
H -5.1507 0.8164 -0.8174
H -2.5576 2.4931 1.7333
H -0.0492 4.4786 1.5418
C 5.2924 -6.5954 0.4028
H 0.7147 -0.7392 3.5484
K 4.5093 3.1346 -2.0150
H -0.6065 -0.0677 1.2361
C -2.3831 2.8264 -0.9888
C -2.1928 -0.5671 2.8438
H 0.1164 3.8364 -4.8599
H 5.2236 -7.6430 0.0863
C -0.8816 -4.7158 2.3484
P -4.2349 3.2776 -0.8535
H 1.4633 -5.4550 2.7135
K 1.3855 4.6602 5.0690
C 1.1713 1.9652 0.1839
H -6.2630 1.9798 -1.9091
C 0.3024 -1.7995 3.2368
H 2.5098 -6.9319 0.0071
C 0.4216 2.6896 -4.7918
N -1.5452 2.1040 -0.1520
C -4.6651 4.6839 -2.0742
H -1.3260 -5.7445 1.9978
O -0.7240 0.2158 -5.2572
Cl 3.0970 3.4105 -3.7030
H -0.1695 0.9445 -1.2672
O 1.9375 2.7616 5.3595
O -1.7556 2.3369 -6.0990
H -1.3229 0.0681 -4.4554
C -4.3811 1.1758 -2.9436
C 1.0641 4.1096 1.3555
H 4.5589 -4.7031 -0.2837
H 2.3118 -5.1968 0.3392
H 0.9120 3.8711 -1.7486
O 3.3732 -6.2843 1.7535
H -4.2634 2.0059 -3.7672
C -5.1675 1.7292 -1.5830
H 2.0722 2.3934 -0.4463
S -1.5977 3.5038 -2.5530
H -3.9611 5.6343 -1.9327
C -1.9237 -3.4273 2.3649
H 1.4288 0.8125 0.3584
O 0.0674 2.3904 4.3626
H -4.4201 4.2902 -3.1715
C 0.9305 2.2345 -3.3014
C 3.0115 -6.0361 0.3880
H 6.3273 -6.2672 0.2777
H -3.0534 -3.4685 2.0605
H 1.4730 4.3911 0.2943
O 1.3715 0.7497 4.8487
H 5.0337 -7.3232 2.4422
O 1.0506 2.6442 1.4828
H 2.0804 2.5251 -3.1905
C -0.7560 1.6977 -5.4300
*
```



Record 2
Entry from the Open Molecules 2025 dataset: a cluster of 5 separate species, C24H39F3N9O3 in total in a non-equilibrium geometry (wB97M-V/def2-TZVPD).

Properties
Energy, a.u.: -1955.7444
Kohn-Sham gap, eV: 9.9
Strongest force on any atom, eV Å⁻¹: 1.02
ΔE to the lowest compared entry with this formula, charge and spin, kJ/mol: 0.00

```
! wB97M-V def2-TZVPD RIJCOSX def2/J DEFGRID3
* xyz 1 1
C -5.0129 0.6022 -1.7838
C 2.2083 -2.2294 4.9415
H -9.1037 -3.7893 1.7164
H 4.9050 -2.4421 4.9381
C 4.3119 -2.5199 2.8699
H 2.0554 2.4513 -6.1529
C 4.3917 -3.1302 4.2638
C 1.4100 2.1173 -5.3365
C 3.0067 -3.4520 4.8378
C 2.1096 1.6089 4.4164
H 0.9229 2.9878 -4.8988
C -4.2983 -0.7107 -1.4438
F 5.4058 -2.4405 0.1081
H -8.7095 0.4765 1.1985
C 4.0363 -0.0477 -0.2372
N -1.9229 -0.7915 -2.5241
F 4.0997 -2.3221 -1.6014
H 5.0959 3.3050 5.0454
H 1.6491 0.2414 -6.9866
H -8.9697 -1.5001 2.6918
O 1.4498 4.8856 -2.7176
H -4.1307 1.7778 -0.1917
C -4.2666 1.8282 -1.2733
H 4.3356 0.5377 0.6319
H 2.3992 0.6365 4.8165
H -4.8206 2.7385 -1.5024
H 2.8941 2.7586 6.0416
H -6.0086 0.5739 -1.3399
C 5.2312 -1.8378 -1.0794
H -7.4828 -3.1368 1.5165
H 1.0692 1.7766 4.6958
C -9.0469 -1.6309 1.6113
H 3.4968 0.1504 -5.4090
F 6.2403 -2.1364 -1.8720
H 3.4389 -0.8763 0.1525
H -5.1461 0.6748 -2.8654
C -6.8735 -0.4977 1.2492
H 4.9847 -4.0449 4.2324
N 1.2694 2.5355 -2.3300
H 2.6095 1.4507 -0.4798
C 3.1839 0.5243 -4.4451
H -10.1042 -1.5525 1.3553
N 3.1766 0.8140 -1.0321
C 3.0351 0.8468 -2.3492
C 2.1720 1.5304 2.9589
C 3.0142 2.7232 4.9586
O 5.1918 -0.4909 -0.9044
C 1.4211 3.7604 -2.5132
H 5.3070 -2.3116 2.4857
N 1.5808 -1.2706 5.0055
O 0.8409 0.0286 -6.5046
H -0.5195 1.3433 -3.8517
H -0.4881 -0.2977 -4.5141
H -8.5990 -3.1683 0.1451
C -8.2977 -0.4911 0.9098
H 2.4764 -4.1593 4.1983
C 4.4839 2.5143 4.6134
H -4.8713 -1.5658 -1.8045
C -0.6509 0.7488 -4.7583
N -5.7619 -0.5304 1.5331
H -1.6769 0.8750 -5.1005
N 3.6864 0.1232 -3.2848
C -2.9688 -0.7633 -2.0519
H -0.2258 1.7656 -6.6173
H -3.2825 1.9142 -1.7386
H 3.7591 -1.5768 2.8922
H 3.8113 -3.1945 2.1736
H -8.3917 -0.5842 -0.1741
H 4.8467 1.5600 5.0000
H 3.0882 -3.8951 5.8306
H 2.6792 3.6865 4.5697
N 2.2127 1.4767 1.8136
N 2.2355 1.4648 -4.3192
C 0.3192 1.1836 -5.8612
C -8.5257 -3.0091 1.2228
N 2.1532 1.6828 -2.9617
H -4.1904 -0.8122 -0.3631
H 4.6455 2.5280 3.5337
*
```



Record 3
Entry from the Open Molecules 2025 dataset: a structure of composition C24H39N11OSV (wB97M-V/def2-TZVPD).

Properties
Energy, a.u.: -2957.3151
Kohn-Sham gap (spin up / spin down), eV: 6.8 / 8.3
Strongest force on any atom, eV Å⁻¹: 0.38
ΔE to the lowest compared entry with this formula, charge and spin, kJ/mol: 0.00

```
! wB97M-V def2-TZVPD RIJCOSX def2/J DEFGRID3
* xyz 2 4
H -2.0511 -2.2971 2.4925
H -3.4850 -1.9402 1.5284
H -3.1275 -0.5146 4.1693
H 1.8170 3.4776 -2.1586
H 2.6063 -2.5919 1.6285
C 1.8200 2.5039 -1.6669
C 3.2414 -0.1498 0.8419
C -3.0425 1.5714 -2.1001
N 4.0685 -1.4188 -2.2871
H 1.4840 0.6397 5.5499
C -1.4913 -0.9824 5.4866
N 3.5177 -0.3298 -3.0417
H 1.7538 -3.0759 0.1664
H 0.6326 -1.4444 2.4900
S -2.2361 1.6712 2.5368
H 1.3151 3.5612 0.1415
C 0.5179 -2.0357 1.5749
H -0.4895 -1.1848 -5.0504
N 2.3721 -1.0975 0.1214
H 3.0840 1.6615 1.9988
H 0.3607 1.9328 3.7434
C 1.9287 2.7041 -0.1407
N 0.5069 -1.4972 -2.2417
C -2.1156 -0.2688 4.4716
N -1.3505 0.3823 -0.9624
H -4.3359 -0.8625 -0.1213
H -1.1195 4.2574 -1.8950
C -1.6195 -1.3430 0.6315
C 2.4219 0.9125 1.5542
C -0.7998 3.6001 -2.7076
H 0.2907 -1.2194 6.6525
O -1.1533 2.1457 1.6113
H -2.0179 -1.7859 5.9840
C -3.9882 0.7410 -1.5046
H -3.3501 2.3619 -2.7692
H 4.1964 -2.2496 -2.8581
H 3.8961 -0.6604 1.5554
C -2.4466 -2.2569 1.4782
C -3.5969 -0.2424 -0.6074
H 4.9875 -1.1326 -1.9703
C -0.1396 1.1032 4.2287
N -0.4147 -4.3161 -5.7744
C -1.7076 1.3622 -1.7961
N -0.3367 -1.2788 0.6733
H -0.1729 -5.1979 -5.3552
H 2.6518 1.9119 -2.0489
C -0.2826 -3.2127 -5.0397
N 0.1532 -3.3646 -3.7959
V 0.6256 -0.0310 -0.6728
C -2.7339 3.1080 3.4872
C -1.4329 0.7687 3.8545
H 0.0807 4.0282 -3.1781
N 0.5972 1.7344 -1.8594
H -5.0377 0.8774 -1.7277
C -2.2412 -0.3999 -0.3433
H 1.8553 0.4585 2.3688
C -0.1942 -0.6615 5.8628
H 2.5234 -0.4964 -3.1325
H 3.9185 -0.2841 -3.9735
N 1.4471 1.5256 0.6319
H 2.9165 -1.4494 -0.6738
H -0.7300 -4.3005 -6.7278
C 0.3087 -2.3393 -3.0191
H -2.4253 -3.2704 1.0697
N -0.5965 -2.0282 -5.5863
H -3.2310 3.7919 2.8018
C -0.5409 2.2281 -2.1755
H 0.6263 1.8143 1.1678
C 1.8719 -2.2655 0.8869
H -1.8449 3.5682 3.9157
C 0.4806 0.3811 5.2372
H 0.0926 -2.9992 1.8630
H -1.6039 3.5832 -3.4421
H -3.4232 2.7937 4.2700
H -0.9016 -1.9462 -6.5404
H 3.8797 0.3225 0.0905
H 2.9602 2.9377 0.1269
*
```